[1]
Computed, not measured: a molecular structure, C29H47GeIrN2SSi4, with ωB97M-V/def2-TZVPD.

XYZ file:
```
85
Properties=species:S:1:pos:R:3:mulliken_charge:R:1
Ir -1.363 -1.233 -0.098 0.995
C 2.346 3.175 -1.282 -0.936
Si 2.639 1.940 0.097 0.467
C 2.559 2.632 1.836 -0.377
C 4.408 1.369 -0.110 -1.268
Ge 0.872 0.201 -0.041 -0.843
Si 1.327 -0.531 -2.345 0.609
C 3.175 -0.763 -2.515 -1.220
C 0.592 -2.180 -2.821 -1.060
C 0.718 0.764 -3.549 -1.112
Si 1.581 -1.035 1.953 0.432
C 3.439 -1.027 2.164 -1.277
C 0.752 -0.248 3.434 -1.094
C 1.078 -2.826 1.834 -0.797
H 2.637 4.173 -0.948 0.446
H 1.321 3.230 -1.634 0.005
H 2.985 2.905 -2.126 0.470
H 2.907 3.669 1.834 0.470
H 3.234 2.060 2.476 0.444
H 1.572 2.621 2.283 -0.424
H 4.993 2.255 0.169 0.388
H 4.686 1.115 -1.129 0.402
H 4.714 0.562 0.552 0.300
H 3.595 -1.356 -1.700 0.304
H 3.730 0.168 -2.588 0.260
H 3.339 -1.318 -3.444 0.479
H 1.027 -2.972 -2.209 0.137
H 0.863 -2.378 -3.863 0.562
H -0.492 -2.229 -2.731 0.398
H 1.191 1.736 -3.415 0.255
H -0.362 0.896 -3.506 0.243
H 0.964 0.408 -4.555 0.471
H 3.877 -0.064 2.417 0.352
H 3.947 -1.424 1.283 0.306
H 3.647 -1.713 2.992 0.464
H 1.105 0.768 3.621 0.240
H 0.980 -0.847 4.320 0.511
H -0.331 -0.224 3.319 0.225
H 1.408 -3.293 0.904 0.286
H -0.009 -2.916 1.883 -0.095
H 1.502 -3.398 2.665 0.622
C -1.913 1.969 -1.350 -0.458
Si -1.020 1.877 0.302 -0.427
C -2.076 1.410 1.784 -0.812
C -0.507 3.644 0.708 1.685
C -0.332 4.058 2.033 -0.415
C -0.091 5.384 2.356 -0.650
C -0.032 6.342 1.355 -0.656
C -0.228 5.964 0.035 -0.709
C -0.465 4.634 -0.279 -0.525
H -2.890 2.454 -1.270 0.533
H -2.024 0.995 -1.822 -0.422
H -1.309 2.561 -2.040 0.368
H -3.015 1.969 1.771 0.422
H -1.535 1.697 2.688 0.457
H -2.287 0.347 1.889 0.027
H -0.378 3.340 2.849 0.026
H 0.044 5.668 3.391 0.436
H 0.151 7.379 1.603 0.411
H -0.202 6.705 -0.754 0.436
H -0.627 4.385 -1.318 0.225
N -6.105 -0.019 -4.090 -0.427
C -5.727 -0.224 -3.026 -0.235
C -5.239 -0.474 -1.699 0.068
C -6.091 -0.501 -0.601 -0.185
C -5.547 -0.770 0.642 -1.108
C -4.188 -0.980 0.755 0.061
N -3.363 -0.912 -0.302 -0.199
C -3.883 -0.696 -1.513 0.219
H -7.151 -0.331 -0.729 0.541
H -6.167 -0.829 1.525 0.469
H -3.731 -1.224 1.701 0.529
H -3.203 -0.711 -2.353 0.538
S -2.136 -3.289 -0.367 -0.293
C -0.942 -4.577 -0.126 0.500
C -0.188 -5.047 -1.197 -0.491
C 0.653 -6.136 -1.022 -0.717
C 0.727 -6.768 0.211 -0.493
C -0.055 -6.323 1.269 -0.602
C -0.892 -5.233 1.102 -0.450
H -0.271 -4.572 -2.165 0.651
H 1.240 -6.498 -1.855 0.413
H 1.381 -7.620 0.343 0.415
H -0.018 -6.831 2.224 0.408
H -1.515 -4.892 1.918 0.396
```

## Properties
Charge   +1
Expectation value of S²   0.765
Multiplicity   2
Frontier orbital gap (alpha / beta)   7.097 / 6.983 eV



[2]
Computed, not measured: 2 unconnected molecules or ions with the total composition C5H5N, with ωB97M-V/def2-TZVPD.

XYZ file:
```
11
Properties=species:S:1:pos:R:3:mulliken_charge:R:1
C -0.157 0.417 -0.132 0.067
C -1.201 0.598 -1.030 -0.590
C 2.400 0.212 0.425 0.101
C -2.328 0.166 -0.062 -0.359
C -1.068 -0.518 0.274 -0.259
N 2.954 -0.020 -0.628 -0.336
H 2.153 0.297 1.442 0.371
H -2.622 0.884 0.635 0.234
H -2.992 -0.408 -0.501 0.308
H -1.082 -1.574 0.262 0.199
H 3.941 -0.055 -0.684 0.265
```

## Properties
Frontier orbital gap (alpha / beta)   7.351 / 6.662 eV



[3]
Computed, not measured: a single Cl2HOPS molecule, with ωB97M-V/def2-TZVPD.

XYZ file:
```
6
Properties=species:S:1:pos:R:3:mulliken_charge:R:1
O 1.128 0.710 -0.142 -0.432
P -0.317 -0.081 -0.045 0.792
S -0.037 -1.956 0.174 -0.370
Cl -1.224 0.532 -1.680 -0.159
Cl -1.138 0.844 1.446 -0.139
H 1.588 -0.049 0.248 0.307
```

## Properties
Frontier orbital gap   10.200 eV



[4]
Computed, not measured: a molecular structure, C34H54F5N2O3ReSbSe4Te, with ωB97M-V/def2-TZVPD.

XYZ file:
```
105
Properties=species:S:1:pos:R:3:mulliken_charge:R:1
Re -0.414 0.864 1.083 1.276
C -2.935 0.926 2.791 -1.099
N -2.302 1.740 1.718 -0.669
C -2.142 3.124 2.236 -1.053
C -3.193 1.762 0.513 -0.848
C -2.928 0.587 -0.414 -0.855
N -1.489 0.538 -0.805 -0.139
C -1.124 -0.781 -1.411 -1.799
C -1.444 -2.004 -0.590 0.656
C -1.804 -3.166 -1.236 -0.786
C -1.996 -4.354 -0.529 -0.276
C -1.803 -4.322 0.843 -0.471
C -1.441 -3.177 1.558 -0.136
C -1.295 -2.022 0.798 0.069
O -1.017 -0.819 1.385 1.998
C -1.198 -3.330 3.068 2.225
C -2.501 -3.796 3.737 -1.792
C -0.725 -2.066 3.793 -1.520
C -0.104 -4.396 3.262 -1.597
C -2.390 -5.623 -1.280 1.880
C -3.736 -5.391 -1.982 -1.610
C -1.313 -5.945 -2.326 -1.609
C -2.532 -6.826 -0.347 -2.036
C -1.231 1.591 -1.846 -1.525
C 0.181 2.092 -1.970 -0.112
C 0.834 2.155 -3.190 -0.388
C 2.035 2.846 -3.303 -0.294
C 2.494 3.540 -2.183 -0.121
C 1.871 3.521 -0.939 -0.690
C 0.748 2.705 -0.866 0.573
O 0.108 2.455 0.333 0.144
C 2.266 4.491 0.182 2.684
C 3.553 5.247 -0.160 -2.427
C 1.124 5.518 0.290 -1.426
C 2.485 3.830 1.551 -1.767
C 2.837 2.902 -4.600 1.934
C 2.964 4.361 -5.061 -1.642
C 2.176 2.099 -5.719 -2.111
C 4.234 2.320 -4.342 -1.585
H -3.853 1.416 3.122 0.533
H -2.247 0.838 3.629 0.219
H -3.163 -0.070 2.420 0.439
H -3.119 3.531 2.504 0.455
H -1.676 3.747 1.477 0.263
H -1.505 3.106 3.119 0.319
H -3.018 2.708 0.001 0.551
H -4.238 1.755 0.832 0.559
H -3.556 0.670 -1.306 0.425
H -3.177 -0.356 0.072 0.391
H -0.050 -0.731 -1.607 0.509
H -1.642 -0.864 -2.370 0.654
H -1.923 -3.150 -2.313 0.575
H -1.927 -5.237 1.402 0.445
H -3.286 -3.042 3.635 0.341
H -2.327 -3.962 4.801 0.484
H -2.872 -4.727 3.310 0.303
H -1.474 -1.276 3.777 0.038
H 0.205 -1.688 3.367 -0.146
H -0.540 -2.318 4.840 0.653
H -0.426 -5.380 2.923 0.316
H 0.139 -4.474 4.324 0.520
H 0.798 -4.114 2.718 0.130
H -3.680 -4.575 -2.705 0.338
H -4.517 -5.152 -1.258 0.359
H -4.035 -6.291 -2.521 0.448
H -1.213 -5.150 -3.066 0.332
H -1.576 -6.861 -2.858 0.456
H -0.342 -6.091 -1.851 0.370
H -3.314 -6.672 0.399 0.389
H -1.597 -7.052 0.168 0.407
H -2.805 -7.705 -0.932 0.441
H -1.861 2.445 -1.597 0.462
H -1.582 1.205 -2.805 0.440
H 0.387 1.672 -4.049 0.591
H 3.393 4.129 -2.290 0.614
H 3.430 5.904 -1.023 0.441
H 4.381 4.562 -0.351 0.475
H 3.831 5.872 0.689 0.457
H 0.915 5.975 -0.678 0.308
H 1.397 6.307 0.993 0.491
H 0.206 5.048 0.654 0.090
H 3.389 3.223 1.551 0.407
H 1.657 3.194 1.853 -0.056
H 2.594 4.616 2.301 0.521
H 1.981 4.804 -5.231 0.353
H 3.524 4.408 -5.997 0.471
H 3.491 4.975 -4.330 0.328
H 1.190 2.493 -5.975 0.387
H 2.075 1.044 -5.454 0.413
H 2.793 2.154 -6.616 0.429
H 4.776 2.890 -3.586 0.315
H 4.822 2.341 -5.261 0.451
H 4.169 1.286 -4.000 0.377
F 4.739 -0.517 2.559 -0.448
Te 2.955 -0.638 1.879 2.046
F 3.351 1.053 1.067 -0.640
F 3.815 -1.354 0.406 -0.438
F 1.202 0.037 0.311 -1.075
F 1.802 -2.235 1.507 -0.612
O 0.487 0.955 2.789 0.036
Se 1.603 -1.080 7.549 -0.388
Sb 2.965 -1.006 5.674 0.781
Se 0.764 1.664 4.383 -0.039
Se 3.437 -2.824 4.325 -0.346
Se 3.025 1.371 4.655 -0.207
```

## Properties
Charge   +1
Frontier orbital gap (alpha / beta)   6.346 / 6.349 eV



[5]
Computed, not measured: a single C4H4N4 molecule, with ωB97M-V/def2-TZVPD.

XYZ file:
```
12
Properties=species:S:1:pos:R:3:mulliken_charge:R:1
C 0.696 1.255 0.023 0.592
C 0.675 -1.084 0.583 0.044
C -0.702 -1.153 0.116 -0.141
C -1.350 -0.396 -0.713 -0.161
H 1.237 2.525 1.570 0.291
H 1.290 -2.116 0.635 0.306
H -1.006 -2.156 0.645 0.228
H -2.403 -0.671 -1.042 0.319
N 0.549 2.367 0.662 -0.605
N 1.358 0.042 0.431 -0.506
N -0.698 0.346 -1.560 -0.043
N 0.356 1.042 -1.352 -0.325
```

## Properties
Frontier orbital gap   8.652 eV



[6]
Computed, not measured: 2 unconnected molecules or ions with the total composition C5H12O, with ωB97M-V/def2-TZVPD.

XYZ file:
```
18
Properties=species:S:1:pos:R:3:mulliken_charge:R:1
C 0.870 -1.019 -2.357 -1.235
C 1.085 -0.558 -0.915 -0.308
C 0.009 0.439 -0.473 -0.303
C 0.150 0.981 0.929 -0.637
C -0.856 1.520 1.616 -0.601
O -1.482 -0.772 2.723 -0.690
H 0.811 -0.161 -3.038 0.315
H 1.686 -1.662 -2.702 0.347
H -0.065 -1.584 -2.457 0.318
H 2.069 -0.079 -0.827 0.307
H 1.107 -1.433 -0.249 0.290
H 0.042 1.301 -1.153 0.325
H -0.986 -0.014 -0.604 0.269
H -0.737 -0.520 2.156 0.379
H 1.135 0.926 1.396 0.311
H -1.873 1.528 1.222 0.340
H -0.747 1.879 2.634 0.245
H -2.218 -0.772 2.099 0.327
```

## Properties
Frontier orbital gap   10.581 eV



Energy above the lowest of the compared OMol25 structures with the same formula, charge and spin, record by record: 62.61, 220.02, 6.87, 9.16, 103.10, 25.59 kcal per mole